1.
{
  "formula": "C32H22BiN6O5",
  "method": "ωB97M-V/def2-TZVPD",
  "multiplicity": 1,
  "total_charge": -1,
  "lumo_energy_ev": 2.599,
  "mol_weight_g_mol": 779.5,
  "homo_energy_ev": -4.6,
  "species": ["Bi", "O", "O", "O", "O", "O", "N", "N", "N", "N", "N", "N", "C", "C", "C", "C", "C", "C", "C", "C", "C", "C", "C", "C", "C", "C", "C", "C", "C", "C", "C", "C", "C", "C", "C", "C", "C", "C", "C", "C", "C", "C", "C", "C", "H", "H", "H", "H", "H", "H", "H", "H", "H", "H", "H", "H", "H", "H", "H", "H", "H", "H", "H", "H", "H", "H"],
  "xyz": [[-0.2894, 0.2693, 1.0911], [-0.1711, -4.0124, -0.6870], [-3.7951, -2.6426, 0.3090], [1.5840, 0.9495, 2.5047], [0.6144, -1.6210, 0.0650], [-1.5657, 3.3265, -1.9089], [1.5428, -0.1655, -1.4876], [-0.3099, 2.9632, 1.3600], [1.6745, 0.5667, -0.3083], [-2.1722, -1.0185, 0.1468], [-1.1981, -1.8139, 2.6210], [-1.2769, 1.3869, -0.6912], [3.0806, 2.5109, 3.3540], [0.5584, -2.9931, -4.6400], [-2.0284, 0.8711, -3.0026], [-0.1369, -4.5540, -2.9722], [-0.6105, 4.8990, 0.0575], [-0.5964, -2.3231, 3.7223], [-0.6624, 3.5292, 0.2209], [0.0943, 3.7139, 2.3705], [-2.6358, -3.7272, 2.5279], [-1.1758, 2.6908, -0.9464], [0.9997, -1.3221, -1.1958], [0.8451, -2.0580, -3.6611], [4.1861, 3.3034, 3.1968], [-0.1315, 5.7059, 1.0535], [4.6994, 3.5860, 1.9351], [2.5024, 1.7856, 2.2769], [-2.1740, -2.4959, 2.0558], [0.2402, 5.1075, 2.2414], [-2.8652, -1.6313, -2.1674], [0.0696, -4.2284, -4.2924], [0.1072, -3.6068, -1.9269], [0.6940, -2.3625, -2.2821], [4.1244, 2.9871, 0.8482], [-2.5268, -0.0487, -3.9115], [-1.9380, 0.5352, -1.6396], [-2.8683, -1.3122, -3.5169], [3.0749, 2.0603, 0.9943], [2.7206, 1.2675, -0.1897], [-0.9648, -3.5569, 4.2359], [-2.3880, -0.7190, -1.2185], [-2.0210, -4.2627, 3.6418], [-2.7989, -2.0347, 0.7150], [-3.1527, -2.0845, -4.2432], [-2.4627, 0.2187, -4.9700], [-0.0953, 6.7736, 0.9752], [0.4679, 3.1825, 3.2673], [-0.1871, -4.9536, -5.0518], [-3.1425, -2.6053, -1.8360], [0.7477, -2.7551, -5.6894], [2.6447, 2.3530, 4.3267], [4.5266, 3.2141, -0.1543], [0.1584, -1.7119, 4.2031], [4.6246, 3.7922, 4.1049], [0.0816, -3.2828, -0.0665], [-0.5227, -5.5513, -2.7334], [-2.2181, -5.2527, 4.0135], [1.2493, -1.0615, -3.8531], [-0.9290, 5.3569, -0.8682], [-3.4062, -4.2261, 1.9533], [-0.4874, -3.9443, 5.0852], [3.4587, 1.2982, -0.9610], [5.5290, 4.3279, 1.8536], [0.7455, 5.5972, 3.0944], [-1.7416, 1.8100, -3.3497]],
  "lowdin_charge": [1.99, 0.06, 0.00, -0.27, -0.28, 0.03, 0.07, 0.02, -0.12, -0.03, 0.00, -0.05, -0.06, -0.12, -0.02, -0.02, -0.01, -0.11, -0.19, -0.13, 0.00, -0.50, -0.38, -0.03, -0.12, -0.07, -0.15, -0.46, -0.20, -0.05, -0.02, -0.12, -0.27, -0.06, -0.08, -0.12, -0.20, -0.11, -0.14, -0.07, -0.07, -0.22, -0.06, -0.50, 0.10, 0.10, 0.10, 0.11, 0.10, 0.09, 0.10, 0.10, 0.11, 0.11, 0.11, 0.08, 0.11, 0.10, 0.11, 0.12, 0.11, 0.08, 0.11, 0.10, 0.11, 0.07]
}

=====

2.
{
  "formula": "C45H86N2O",
  "method": "ωB97M-V/def2-TZVPD",
  "smiles": "C#Cc1cc(CCCCOC)c2nccnc2c1.CCCCCC.CCCCCC.CCCCCC.CCCCCC.CCCCCC",
  "multiplicity": 1,
  "total_charge": 0,
  "lumo_energy_ev": -1.578,
  "mol_weight_g_mol": 671.2,
  "homo_energy_ev": -8.4,
  "species": ["O", "N", "N", "C", "C", "C", "C", "C", "C", "C", "C", "C", "C", "C", "C", "C", "C", "C", "C", "C", "C", "C", "C", "C", "C", "C", "C", "C", "C", "C", "C", "C", "C", "C", "C", "C", "C", "C", "C", "C", "C", "C", "C", "C", "C", "C", "C", "C", "H", "H", "H", "H", "H", "H", "H", "H", "H", "H", "H", "H", "H", "H", "H", "H", "H", "H", "H", "H", "H", "H", "H", "H", "H", "H", "H", "H", "H", "H", "H", "H", "H", "H", "H", "H", "H", "H", "H", "H", "H", "H", "H", "H", "H", "H", "H", "H", "H", "H", "H", "H", "H", "H", "H", "H", "H", "H", "H", "H", "H", "H", "H", "H", "H", "H", "H", "H", "H", "H", "H", "H", "H", "H", "H", "H", "H", "H", "H", "H", "H", "H", "H", "H", "H", "H"],
  "xyz": [[-5.2653, 1.0157, 2.2683], [1.4204, 1.5404, 1.4418], [-0.8748, 3.8859, 0.8167], [3.7732, 3.4629, -3.7214], [0.1418, 1.5720, 6.8231], [4.3953, 0.9478, -5.4954], [-0.8401, -2.4681, 2.0446], [0.0184, 3.2764, -0.2268], [0.6736, 1.6193, 4.0313], [-0.9824, -4.2955, 3.8170], [-0.2024, 2.1758, 5.3041], [0.8127, 1.2702, 8.0468], [4.2142, -3.0642, -2.2626], [0.5917, 8.0956, 2.0293], [-2.6822, 5.0241, 3.1596], [4.2166, 1.4986, -6.9128], [-2.7144, -5.7100, 2.5113], [-5.0023, 3.5990, 2.6651], [3.1908, 1.1281, -4.5642], [-4.8585, -9.0730, -2.3436], [-1.9031, -8.2025, -2.9499], [-0.8426, -6.6735, -1.2068], [1.6683, 9.5468, -0.5386], [-4.4191, -0.1697, 1.9656], [-1.3059, -8.0817, -1.5453], [0.4276, 8.6507, -0.4945], [-3.5773, -6.0597, 3.7135], [1.3673, 11.0073, -0.2410], [3.0987, 0.8179, -7.6870], [-4.3847, 2.0630, 2.8090], [-3.8596, 4.6265, 2.0908], [-4.3342, -7.6477, -2.2523], [-0.6291, 3.2814, 2.1703], [2.8387, -3.1279, -0.0695], [3.0218, -3.1341, -3.2037], [1.1146, 6.6782, 1.8501], [-3.1657, -7.3698, -3.2006], [2.7232, 2.5719, -4.3680], [4.2396, -1.3453, 1.0968], [1.1413, 2.1449, 0.0946], [-1.2449, -5.4710, 2.8685], [-1.3521, 3.3056, 4.9909], [0.4971, 2.1450, 2.4615], [3.9621, -3.7418, -0.9130], [3.0032, -1.6430, 0.2618], [-0.2782, 8.5727, 0.8642], [-1.4951, -2.9364, 3.3355], [-1.5599, 3.8591, 3.4263], [-0.8391, -6.3813, 3.3277], [1.6955, 6.3778, 2.7286], [-3.2003, -6.9553, 4.2174], [2.1078, 9.4800, -1.5414], [4.2160, -1.9007, 2.0401], [2.2814, 11.6047, -0.3275], [4.0704, 3.0689, -2.7439], [-1.0543, -3.1454, 1.2134], [-0.0075, 8.1308, 2.9471], [-3.4962, -7.5472, -4.2317], [-1.4277, -4.5098, 4.7959], [-0.0855, 3.6543, -1.3457], [2.1249, 0.9779, -7.2161], [-5.1526, -6.9606, -2.4991], [-5.4614, 4.0132, 3.6609], [-2.0852, 5.9977, 2.8373], [-0.4441, -8.7569, -1.4766], [-0.6924, 9.5559, 1.1174], [-3.1321, -4.8363, 2.0005], [-2.5824, -2.9596, 3.2072], [2.1554, -2.6039, -2.7990], [1.8794, -3.2671, -0.5824], [3.7243, -4.7991, -1.0861], [-4.6054, -6.2599, 3.3928], [-2.1175, -9.2588, -3.1503], [-5.1888, -9.3024, -3.3621], [-3.4033, -0.1901, 2.5468], [0.9792, 11.1420, 0.7724], [3.2736, -2.6719, -4.1644], [-1.1397, 7.9001, 0.7666], [5.1590, -1.6048, 0.5650], [-0.2954, 9.0095, -1.2381], [-1.2938, -2.1929, 4.1161], [5.1561, 1.3549, -7.4606], [-0.3883, -6.6566, -0.2102], [-5.7157, -9.2019, -1.6742], [0.2880, 5.9695, 1.7341], [2.4315, 9.1797, 0.1553], [0.6344, 11.4070, -0.9490], [-2.0171, 3.7387, 5.8829], [5.0664, -3.5591, -2.7443], [1.5520, 1.0939, 8.9674], [1.7671, 6.5952, 0.9767], [1.7987, 1.7565, -0.8175], [2.3476, 0.5358, -4.9392], [-3.2098, 5.2664, 4.1957], [4.8952, -3.7351, -0.3374], [1.8327, 2.5646, -3.7278], [-2.9167, -6.3033, -3.1446], [-5.8457, 3.5118, 1.8254], [-2.7657, -6.5384, 1.7941], [2.7349, -4.1732, -3.3938], [0.0992, -4.2259, 3.9881], [-4.0502, -7.4273, -1.2179], [-3.3747, 2.0198, 2.1992], [4.6669, 3.5529, -4.3448], [-2.0237, -8.4237, -0.7926], [-4.2497, -0.2151, 0.7924], [2.4106, 3.0075, -5.3229], [-4.0981, -9.8031, -2.0534], [-1.6746, -5.9639, -1.2027], [3.0452, 1.2223, -8.7036], [-1.2157, -1.4765, 1.7706], [0.2462, -2.3963, 2.1624], [2.7629, -3.6938, 0.8675], [1.4326, 8.7794, 2.1858], [3.4452, 0.7020, -3.5856], [1.5029, 0.7979, 4.2813], [-4.9820, -1.1819, 2.2450], [-3.6107, -5.2422, 4.4390], [0.7120, 7.6418, -0.8159], [3.2752, -0.2599, -7.7611], [-3.4842, 4.1953, 1.0698], [4.0402, 2.5787, -6.8853], [3.0278, -1.0453, -0.6554], [4.6251, -0.1234, -5.5576], [-0.0937, -6.3256, -1.9253], [-4.1348, 1.8298, 3.9337], [3.3705, 4.4701, -3.5705], [-0.6779, -5.3249, 1.9415], [2.1195, -1.3119, 0.8205], [4.2840, -0.2773, 1.3354], [-4.4244, 5.6450, 1.8273], [5.2775, 1.4177, -5.0452], [4.5081, -2.0195, -2.1183], [-1.1437, -7.9062, -3.6847]],
  "lowdin_charge": [-0.25, 0.05, 0.05, -0.11, -0.08, -0.23, -0.11, -0.05, 0.03, -0.22, -0.17, 0.04, -0.27, -0.27, -0.18, -0.27, -0.27, -0.16, -0.23, -0.12, -0.23, -0.11, -0.28, -0.13, -0.27, -0.23, -0.11, -0.12, -0.12, -0.23, -0.23, -0.27, -0.11, -0.23, -0.11, -0.11, -0.23, -0.27, -0.11, -0.06, -0.23, 0.02, -0.14, -0.23, -0.28, -0.23, -0.27, -0.07, 0.11, 0.08, 0.08, 0.10, 0.08, 0.07, 0.07, 0.07, 0.10, 0.11, 0.10, 0.11, 0.07, 0.11, 0.11, 0.11, 0.11, 0.10, 0.10, 0.09, 0.07, 0.10, 0.11, 0.07, 0.10, 0.08, 0.08, 0.07, 0.06, 0.10, 0.07, 0.11, 0.11, 0.11, 0.06, 0.07, 0.04, 0.10, 0.08, 0.11, 0.11, 0.06, 0.07, 0.10, 0.10, 0.12, 0.10, 0.09, 0.10, 0.13, 0.10, 0.07, 0.11, 0.09, 0.11, 0.07, 0.10, 0.11, 0.10, 0.07, 0.07, 0.07, 0.06, 0.07, 0.11, 0.10, 0.10, 0.11, 0.10, 0.07, 0.10, 0.08, 0.10, 0.10, 0.09, 0.11, 0.07, 0.13, 0.07, 0.09, 0.08, 0.07, 0.12, 0.10, 0.09, 0.11]
}

=====

3.
{
  "formula": "C5H13N3O",
  "method": "ωB97M-V/def2-TZVPD",
  "multiplicity": 1,
  "total_charge": 0,
  "lumo_energy_ev": [0.870, 0.868],
  "mol_weight_g_mol": 131.2,
  "homo_energy_ev": [-5.7, -5.8],
  "species": ["O", "N", "N", "N", "C", "C", "C", "C", "C", "H", "H", "H", "H", "H", "H", "H", "H", "H", "H", "H", "H", "H"],
  "xyz": [[1.4187, 0.7740, -2.4703], [0.7329, -1.2406, -0.8052], [0.7010, 2.0496, 1.9328], [0.8608, 1.6009, -0.3752], [0.0605, -2.4147, -0.2720], [-0.4305, -1.2514, 0.5035], [0.5103, 1.3254, -1.6258], [-1.8250, -0.7664, 0.2528], [0.0654, 1.6944, 0.7157], [1.6312, -1.1267, -0.3347], [-0.9475, 2.0200, 0.5441], [1.0627, 1.2470, 2.4321], [-2.5491, -1.5457, 0.5064], [1.3447, -0.2057, -2.3071], [-1.9627, -0.5219, -0.8009], [-0.5320, 1.3869, -1.9061], [-0.0525, -1.1455, 1.5170], [1.8406, 1.4222, -0.1672], [-0.6432, -2.8461, -0.9837], [-2.0618, 0.1089, 0.8556], [0.1127, 2.6013, 2.5460], [0.6630, -3.1658, 0.2425]],
  "lowdin_charge": [-0.06, 0.02, 0.00, 0.02, -0.24, -0.22, -0.30, -0.10, -0.30, 0.08, 0.10, 0.05, 0.08, 0.06, 0.08, 0.12, 0.11, 0.16, 0.11, 0.05, 0.06, 0.11]
}